A molecular structure, C38H49GeN5O9S2Y in a non-equilibrium geometry. Source: OMol25; level of theory: ωB97M-V/def2-TZVPD.

Values from the calculation:
relative energy (zero: lowest compared OMol25 entry of this formula, charge and spin): 0.2004 eV
2S+1: 2
E_LUMO (spin up / spin down): 0.5 / -1.5 eV
net charge: 0

Cartesian coordinates (Å):
Y (-0.633569, 0.536003, 1.288588)
Ge (-1.354266, 3.349385, 2.247545)
S (0.501131, -2.104951, 1.004078)
S (-2.582715, -1.418657, 2.349715)
O (-3.928351, -1.510418, 2.823236)
O (-0.087592, -1.317211, -0.104589)
O (0.705588, -1.115943, 2.089645)
O (-0.190334, 2.826457, 0.780345)
O (-2.539606, 2.175409, 1.404209)
O (1.665838, -2.877555, 0.707309)
O (-2.427106, -0.600604, 1.105594)
O (-0.513452, 1.856348, 3.156132)
O (-1.588305, -0.931305, 3.291180)
N (1.685338, -1.065793, -2.770909)
N (2.725762, 0.772901, -1.001441)
N (-1.064513, -0.044408, -2.912191)
N (-1.039328, -1.318873, -3.352539)
N (1.294964, 0.923336, -0.922364)
C (-2.172141, 0.034853, -2.193129)
C (-0.502179, -4.582010, 0.863271)
C (-3.913857, 3.451714, -0.067719)
C (-0.452009, -2.359582, -5.452632)
C (-2.075325, -3.037858, 1.836854)
C (-0.007999, -3.442148, -7.686644)
C (3.518442, 1.905833, -1.075372)
C (-3.040387, -4.033583, 1.845133)
C (-4.499840, 3.279594, 2.364402)
C (5.019120, -2.063787, -0.483079)
C (3.408316, -2.702540, -2.161311)
C (0.561895, 0.720501, 4.962091)
C (-2.738023, -5.300450, 1.370714)
C (4.503886, -2.998535, -1.396524)
C (-1.474022, -5.570230, 0.880709)
C (-0.394586, 1.844372, 4.599869)
C (-4.727609, 1.295779, 0.890652)
C (-0.041033, -1.769495, -4.269608)
C (0.460221, -2.841954, -6.387565)
C (0.903750, 2.179775, -1.571143)
C (1.317959, -1.664832, -3.951701)
C (-1.769809, 1.653330, 5.231443)
C (6.175347, -2.415776, 0.408735)
C (3.040255, 3.147641, -1.009652)
C (0.185554, 3.179446, 5.073301)
C (2.232342, -2.125097, -4.909193)
C (1.118548, 3.425490, 0.670853)
C (-2.875799, -1.185710, -2.159505)
C (1.058945, 4.911258, 1.027908)
C (2.752229, -1.442081, -2.069591)
C (2.082931, 2.738540, 1.641821)
C (1.560341, 3.332333, -0.831563)
C (3.264363, -0.510975, -1.111700)
C (-0.788891, -3.309693, 1.342794)
C (1.815378, -2.696248, -6.098182)
C (4.384614, -0.834663, -0.363179)
C (-3.910313, 2.546632, 1.158788)
C (-2.118338, -2.029353, -2.929276)
H (4.743586, -0.110854, 0.361004)
H (2.106105, 1.654749, 1.500184)
H (-4.019703, -3.793369, 2.235686)
H (0.665437, 0.660927, 6.047431)
H (-1.235321, -6.556920, 0.504675)
H (-0.218930, -2.663454, -8.423492)
H (2.019104, 5.378249, 0.795363)
H (1.242852, 4.258110, -1.315523)
H (1.548133, 0.910499, 4.529249)
H (-4.347201, 0.760101, 0.018871)
H (1.765960, 2.936744, 2.661808)
H (0.393790, 3.126925, 6.143859)
H (-4.927677, 3.791284, -0.292232)
H (-5.564823, 3.457582, 2.204885)
H (0.749383, -4.100756, -8.111178)
H (2.555738, -3.029486, -6.817016)
H (-4.383852, 2.671936, 3.266160)
H (-1.515827, -2.421311, -5.654643)
H (6.784246, -3.206504, -0.028434)
H (3.099205, 3.104025, 1.514940)
H (-4.019121, 4.245234, 2.530399)
H (4.963989, -3.977154, -1.471143)
H (0.854655, 5.072528, 2.088075)
H (-2.231173, -3.072295, -3.174978)
H (-2.434945, 0.971681, -1.728162)
H (0.489520, -4.784293, 0.484258)
H (3.289340, -1.999996, -4.710377)
H (2.990188, -3.450993, -2.822733)
H (-0.510312, 4.003184, 4.905220)
H (4.566607, 1.689542, -1.232358)
H (-0.179057, 2.234604, -1.523409)
H (-3.788261, -1.419865, -1.635332)
H (0.279027, 5.409752, 0.446717)
H (1.120841, 3.407474, 4.559020)
H (-0.923052, -4.018027, -7.548753)
H (-3.494805, -6.073982, 1.382736)
H (-1.672353, 1.579753, 6.316890)
H (5.812116, -2.773131, 1.375914)
H (-5.764517, 1.581091, 0.701217)
H (1.204532, 2.200306, -2.620216)
H (-3.285605, 4.330641, 0.100114)
H (0.198872, -0.237064, 4.593341)
H (3.712507, 3.988676, -1.116794)
H (6.811831, -1.550754, 0.595811)
H (-4.702067, 0.617120, 1.741126)
H (-3.527263, 2.913997, -0.936387)
H (-2.250892, 0.750726, 4.860434)
H (-2.409455, 2.512933, 5.008893)
H (0.946902, 0.155230, -1.485709)

Cartesian forces (eV/Å) of the 6 atoms listed first:
0.7771 1.6612 -0.0860
0.1087 0.4658 -0.0722
0.2700 -0.1235 -0.5272
-0.2234 -0.1377 0.0799
-0.1182 -0.0591 -0.0935
0.1667 -0.3929 0.0406

A molecular structure, C38H49N4OPtS2Si in a non-equilibrium geometry. Source: OMol25; level of theory: ωB97M-V/def2-TZVPD.

Values from the calculation:
relative energy (zero: lowest compared OMol25 entry of this formula, charge and spin): 0.0288 eV
2S+1: 3
E_LUMO (spin up / spin down): -3.2 / -5.2 eV
net charge: +1

Cartesian coordinates (Å):
Pt (0.021284, 1.011481, -0.658399)
S (-1.572277, -0.571584, -0.965354)
S (1.500469, -0.429966, -1.617301)
Si (-0.485322, 1.606031, 2.651545)
O (-0.638254, 1.798210, 1.038813)
N (1.102055, 2.856312, -0.894642)
N (1.520450, -3.068987, -1.115243)
N (0.406848, 3.314650, -2.067152)
N (-1.235879, -3.202686, -0.720459)
C (-2.827404, -3.896657, -3.127928)
C (-2.694290, -3.307634, -0.685070)
C (-0.400824, -4.338963, -0.356941)
C (-0.625036, -2.026038, -0.961097)
C (2.735610, 4.204679, 3.003652)
C (-4.475182, -2.922911, -4.578629)
C (1.882422, 3.930714, 5.225008)
C (-0.505394, 5.024620, -3.470078)
C (0.883502, 3.096541, 4.741074)
C (0.453368, -1.065812, 2.274899)
C (0.838097, -4.352694, -1.224868)
C (-4.971376, -2.186453, -3.513701)
C (0.246942, -0.439524, 4.572864)
C (0.775890, 2.804707, 3.378320)
C (-2.394978, 1.855207, 4.801027)
C (-2.300781, 1.853699, 3.277453)
C (-3.317416, -3.154713, -2.056708)
C (0.762573, -1.959557, -1.179545)
C (0.756504, -1.673252, 4.954905)
C (4.094371, -4.890297, -2.543454)
C (-2.762456, 3.204931, 2.719524)
C (3.480868, -3.644876, -2.500536)
C (-3.093382, 0.692053, 2.675624)
C (1.433502, 5.585728, -1.980318)
C (4.523457, -5.422579, -3.752559)
C (4.330049, -4.714292, -4.928786)
C (1.737781, 3.363285, 2.531652)
C (3.292112, -2.936929, -3.685668)
C (0.995481, -2.288883, 2.650891)
C (-4.387205, -2.295059, -2.258782)
C (2.802010, 4.501516, 4.356759)
C (-0.828779, 5.124064, -0.989493)
C (3.716421, -3.467874, -4.893177)
C (-3.398661, -3.780049, -4.384895)
C (2.983749, -3.080547, -1.188051)
C (1.133325, -2.602687, 3.994427)
C (0.143101, 4.773111, -2.115822)
C (0.070231, -0.113260, 3.225789)
H (-2.059824, 0.913353, 5.236950)
H (-0.378921, 5.018675, 0.002247)
H (4.247086, -5.448731, -1.626025)
H (-3.007205, 0.679753, 1.585957)
H (-1.153644, 6.159142, -1.089577)
H (-1.707875, 4.479117, -1.037080)
H (3.341605, -2.064908, -1.041168)
H (1.225052, 6.647111, -2.117754)
H (3.571922, -2.908394, -5.808406)
H (0.726704, 3.391516, -0.112404)
H (0.565915, -4.535816, -2.268841)
H (1.889112, 5.464690, -0.993999)
H (3.349815, -3.700433, -0.367107)
H (2.107075, 3.011675, -0.944064)
H (-0.115362, -4.258405, 0.697668)
H (1.541295, -3.559957, 4.294074)
H (0.907571, 3.000862, -2.890697)
H (-2.740905, 3.211262, 1.627518)
H (0.333300, -0.832928, 1.223931)
H (0.871991, -1.905349, 6.005994)
H (-4.766700, -1.705598, -1.431246)
H (-5.808291, -1.517271, -3.664474)
H (-1.362783, 4.364521, -3.608511)
H (2.162517, 5.290601, -2.740099)
H (-3.790041, 3.411550, 3.042257)
H (-4.155093, 0.792325, 2.931779)
H (-1.992700, -4.574113, -2.977968)
H (-0.847779, 6.056465, -3.534768)
H (-2.743449, -0.269249, 3.060444)
H (0.183904, 2.671306, 5.448898)
H (-0.957825, -5.263590, -0.490797)
H (3.567783, 5.167856, 4.732135)
H (1.331211, -2.991043, 1.893399)
H (-3.003618, -4.353486, -5.213519)
H (-2.131085, 4.019796, 3.085065)
H (3.466543, 4.622513, 2.321519)
H (4.660497, -5.129336, -5.871751)
H (-1.830030, 2.679598, 5.236998)
H (-0.004147, 0.274701, 5.347523)
H (-2.937329, -4.288090, -0.276992)
H (-3.097234, -2.549414, -0.010392)
H (1.945400, 4.133225, 6.286673)
H (1.714560, 3.110890, 1.480531)
H (0.206100, 4.851636, -4.281401)
H (-4.925408, -2.829791, -5.558164)
H (1.515770, -5.143165, -0.908067)
H (5.008782, -6.389458, -3.774108)
H (2.810562, -1.965220, -3.659240)
H (-3.442401, 1.992814, 5.097463)

Cartesian forces (eV/Å) of the 6 atoms listed first:
0.1481 -0.2740 0.1695
0.0498 -0.0313 0.1831
-0.0847 0.4552 0.3048
-0.9500 -0.3028 1.5771
0.5408 0.0337 -1.2260
-0.4680 -0.1218 -0.1976